[1]
{
  "formula": "C2H3F2I",
  "method": "wB97M-V/def2-TZVPD",
  "smiles": "FC[C@@H](F)I",
  "fmax_ha_per_bohr": 0.0596,
  "e_above_lowest_kcal_mol": 24.39,
  "e_lumo_ha": -0.0043,
  "species": ["F", "C", "C", "F", "I", "H", "H", "H"],
  "xyz": [[0.258218, 1.327449, 1.592988], [-0.064053, 0.396171, 0.644707], [1.128927, -0.456533, 0.202633], [2.277592, 0.173482, -0.166523], [1.653658, -1.828100, 1.972836], [-0.852046, -0.362469, 1.179932], [-0.444361, 0.942864, -0.183227], [0.946749, -0.953934, -0.730595]],
  "atomic_forces_ev_per_a": [[0.4, 0.1, 0.3], [-0.7, -2.2, 2.0], [0.6, -0.5, 0.9], [0.1, 1.0, 0.8], [-0.3, 0.8, -1.4], [1.7, 1.8, -1.8], [-0.6, 0.2, -0.9], [-1.0, -1.3, 0.2]],
  "nbo_charge": [-0.348, -0.015, 0.143, -0.346, -0.006, 0.195, 0.183, 0.194]
}


[2]
{
  "formula": "C29H43Cl18F15O10",
  "method": "wB97M-V/def2-TZVPD",
  "fmax_ha_per_bohr": 0.0899,
  "e_lumo_ha": 0.0047,
  "species": ["C", "Cl", "Cl", "H", "H", "C", "Cl", "Cl", "H", "H", "C", "Cl", "Cl", "H", "H", "C", "Cl", "Cl", "H", "H", "C", "Cl", "Cl", "H", "H", "C", "Cl", "Cl", "H", "H", "C", "Cl", "Cl", "H", "H", "C", "Cl", "Cl", "H", "H", "C", "Cl", "Cl", "H", "H", "C", "C", "O", "C", "O", "C", "F", "F", "F", "H", "H", "H", "H", "H", "C", "C", "O", "C", "O", "C", "F", "F", "F", "H", "H", "H", "H", "H", "C", "C", "O", "C", "O", "C", "F", "F", "F", "H", "H", "H", "H", "H", "C", "C", "O", "C", "O", "C", "F", "F", "F", "H", "H", "H", "H", "H", "C", "C", "O", "C", "O", "C", "F", "F", "F", "H", "H", "H", "H", "H"],
  "xyz": [[-2.509998, -3.135993, -4.740162], [-1.361551, -2.244464, -3.631664], [-4.087233, -3.261284, -4.080558], [-2.548893, -2.611698, -5.733988], [-2.012496, -4.152551, -4.829940], [-1.724483, 1.050152, -2.089277], [-2.736248, 2.555407, -2.496536], [-0.231728, 0.915327, -2.975623], [-1.593773, 1.074276, -0.967743], [-2.271112, 0.239525, -2.491627], [6.084682, -5.109934, 0.176293], [5.992894, -5.754096, -1.522303], [4.495631, -4.781088, 0.886619], [6.825215, -5.722308, 0.708483], [6.458436, -4.074286, 0.005739], [0.798381, 3.609173, 1.881454], [0.865522, 5.370293, 2.301132], [0.044129, 3.358102, 0.269609], [1.824820, 3.379476, 1.782989], [0.257691, 3.049639, 2.676869], [5.708451, -0.622651, -1.700857], [6.655503, -2.098704, -1.382538], [6.021323, 0.020137, -3.320881], [4.625798, -0.948366, -1.606100], [5.912192, 0.223386, -1.025395], [2.920647, -2.757796, -5.131930], [1.728956, -3.713376, -6.049036], [2.109790, -1.838685, -3.841341], [3.542877, -3.425989, -4.573468], [3.507308, -2.136607, -5.788325], [0.546813, -5.397883, -2.503192], [2.314587, -5.283977, -2.236527], [0.116491, -6.984060, -3.199965], [-0.021270, -5.194553, -1.587553], [0.342222, -4.663789, -3.277833], [4.125882, 3.950344, -1.194359], [5.615221, 4.855695, -1.616112], [4.310029, 3.234371, 0.430685], [3.335558, 4.694728, -1.117552], [3.901709, 3.134685, -1.856147], [1.932877, 2.080391, 5.931464], [2.947144, 3.431610, 5.255672], [3.055973, 0.795239, 6.393316], [1.412272, 2.322992, 6.828345], [1.274512, 1.759050, 5.166796], [0.277575, 0.815613, -6.599061], [1.549800, 1.266340, -6.012659], [1.488760, 2.670461, -5.820313], [2.064917, 3.145226, -4.789564], [2.841459, 2.536566, -4.037036], [1.998591, 4.673321, -4.703149], [1.750039, 5.243372, -5.855367], [1.132081, 4.983263, -3.691969], [3.203563, 5.145688, -4.300814], [0.076003, 1.298341, -7.538073], [-0.527253, 1.049997, -5.916848], [0.261211, -0.252538, -6.789208], [2.415593, 1.020359, -6.618492], [1.790085, 0.726822, -5.067714], [2.781237, 0.542369, -1.254996], [1.851001, -0.530050, -0.717827], [1.731632, -0.313673, 0.695954], [0.597720, -0.351428, 1.355071], [-0.547275, -0.421224, 0.983542], [0.993841, -0.395155, 2.892890], [1.552064, -1.576564, 3.192350], [1.911539, 0.510011, 3.158031], [-0.150534, -0.207802, 3.598404], [3.531661, 0.627380, -0.438956], [2.325952, 1.484082, -1.490685], [3.302610, 0.269010, -2.177243], [2.317284, -1.486344, -0.791043], [0.863938, -0.570362, -1.202812], [-1.873653, -1.016453, 7.802473], [-1.059675, -0.482101, 6.610307], [-1.934894, 0.283457, 5.746783], [-1.982538, 1.562030, 5.949362], [-1.412949, 2.244710, 6.761177], [-2.917646, 2.155551, 4.847546], [-3.283524, 3.356014, 5.247029], [-2.181310, 2.234038, 3.693952], [-3.930875, 1.392757, 4.598147], [-2.113181, -0.225355, 8.483220], [-1.418922, -1.887496, 8.306268], [-2.749678, -1.515292, 7.374839], [-0.706217, -1.292383, 5.973763], [-0.277364, 0.151688, 7.056251], [-3.699724, -4.104130, -0.400796], [-2.723233, -2.895687, -0.182615], [-1.381026, -3.438861, 0.031426], [-0.914596, -3.505114, 1.233816], [-1.348958, -2.951252, 2.222936], [0.332378, -4.399876, 1.230685], [-0.005704, -5.600330, 0.700669], [1.340407, -3.806096, 0.584581], [0.770146, -4.668157, 2.485675], [-3.709671, -4.702020, 0.464598], [-3.337563, -4.648261, -1.303998], [-4.687038, -3.735773, -0.507988], [-2.941195, -2.288370, 0.726004], [-2.830107, -2.267497, -1.013384], [-6.520187, 4.838066, 3.165705], [-6.409417, 4.321583, 1.761868], [-5.530637, 3.162241, 1.724582], [-5.650874, 2.380235, 0.663896], [-6.412773, 2.485191, -0.237579], [-4.610825, 1.249370, 0.764369], [-3.354503, 1.730787, 0.835349], [-4.807910, 0.465546, 1.797534], [-4.664454, 0.481927, -0.356175], [-7.107566, 4.161888, 3.764915], [-6.992922, 5.794168, 3.235093], [-5.481949, 4.946585, 3.538886], [-5.991818, 5.021802, 1.023548], [-7.383698, 3.917930, 1.405935]],
  "atomic_forces_ev_per_a": [[2.1, -0.6, -0.9], [-0.6, -0.2, -0.6], [-0.8, -0.1, 0.3], [0.2, -0.5, 1.2], [-0.9, 1.3, -0.1], [-0.8, 1.5, 1.1], [1.0, -1.0, 0.2], [0.7, 0.7, -0.1], [0.0, -0.2, -1.5], [-0.9, -0.7, 0.3], [0.6, 1.7, -1.4], [-0.2, 0.0, 0.8], [0.3, -0.7, 0.1], [-0.9, 0.1, 0.2], [0.1, -1.1, 0.4], [-0.9, 0.9, 0.2], [-0.4, -0.7, -0.1], [0.1, -0.1, 0.6], [0.8, -0.7, 0.0], [0.4, 0.5, -0.8], [-1.4, -0.3, 0.2], [0.1, 0.6, 0.0], [-0.2, -0.1, 0.0], [1.7, 0.5, -0.3], [0.2, -0.8, 0.0], [-0.6, -0.4, 0.6], [0.3, 0.2, 0.0], [0.1, 0.4, -0.3], [0.4, -0.5, -0.1], [-0.2, 0.3, -0.1], [0.3, 0.2, -0.5], [-0.4, -0.1, 0.2], [-0.1, 0.3, 0.3], [0.4, -0.3, -0.3], [-0.2, 0.0, 0.2], [0.3, 0.8, 0.9], [-0.5, -0.5, -0.2], [0.0, 0.0, 0.1], [0.0, -0.3, -0.2], [0.2, 0.0, -0.6], [1.8, 0.4, -0.1], [-0.9, -0.4, 0.4], [-0.2, -0.5, -0.1], [-0.3, 0.8, 0.4], [-0.4, -0.4, -0.7], [-0.8, -0.3, -0.3], [1.2, -1.8, 0.9], [-1.3, 0.0, -1.0], [4.0, -0.7, 2.2], [-2.1, 1.2, -1.1], [1.0, 0.0, 2.0], [-1.0, 0.4, -0.1], [0.1, 0.3, -1.3], [-0.5, -0.3, -0.1], [-0.1, 0.3, -0.5], [-0.3, 0.0, 0.1], [0.2, -0.2, 0.1], [0.2, 0.3, -0.5], [-0.5, 0.7, -0.3], [0.7, -0.5, 0.6], [-0.7, 0.6, -0.8], [-0.1, 0.2, 0.3], [-0.5, -0.4, 0.8], [1.1, 0.2, -0.2], [-1.2, -0.6, -1.4], [-0.6, 0.0, 0.1], [0.0, 1.0, 0.6], [1.4, 0.0, 0.0], [-0.3, 0.5, -0.7], [-0.5, 0.5, 0.4], [-0.3, -0.2, 0.1], [0.3, -0.9, -0.2], [0.4, 0.1, 0.4], [-0.1, -1.4, -1.3], [-0.1, -0.5, 1.3], [0.6, -0.9, 0.5], [-0.4, 1.2, -0.4], [-0.1, -0.5, -0.3], [2.4, 0.1, 0.4], [-0.5, 0.5, -0.5], [-0.4, 0.4, 0.5], [-1.5, -0.5, -0.2], [-0.3, 0.2, 0.4], [0.5, 0.8, 0.0], [-0.4, 0.6, 0.2], [0.3, 0.2, 0.2], [0.0, -0.2, -0.9], [2.2, 1.2, -0.8], [-1.3, -1.3, 2.5], [-0.7, 0.1, -2.2], [-0.5, 1.2, 2.2], [0.7, -1.0, -0.9], [0.2, -0.7, 1.6], [0.6, 0.6, -0.3], [-0.2, -0.4, -0.3], [-0.4, 0.4, -0.8], [0.2, -1.1, 1.0], [-0.6, 0.2, 0.7], [-1.0, 0.4, -0.5], [-0.1, -0.6, -0.7], [0.9, 0.9, -1.4], [1.5, -0.4, 0.0], [-1.1, -0.7, -1.1], [0.2, 0.1, 0.4], [0.5, 0.1, 0.7], [-0.5, 0.1, -0.6], [0.8, -0.3, -1.5], [-0.4, 0.1, 0.1], [-0.3, -0.4, 0.7], [-0.1, 0.4, 0.5], [0.1, -0.4, 0.4], [-0.3, 0.7, -0.3], [-0.7, -0.1, 0.3], [-0.3, 0.0, 0.4], [0.5, 0.7, 0.0]],
  "mulliken_charge": [-0.463, -0.016, -0.132, 0.339, 0.268, -0.295, -0.208, 0.311, -0.244, 0.458, 0.045, -0.160, -0.076, 0.353, -0.117, 0.387, -0.181, -0.088, -0.086, -0.087, 0.619, -0.233, -0.171, -0.494, 0.268, -0.629, -0.157, 0.049, 0.331, 0.403, 0.659, -0.103, -0.197, -0.210, -0.223, 0.298, -0.179, -0.171, 0.268, -0.207, 0.474, -0.187, -0.177, 0.359, -0.560, -1.215, 0.294, -0.270, 0.497, -0.550, 0.776, -0.230, -0.219, -0.259, 0.392, 0.220, 0.331, 0.362, -0.177, -0.693, 0.132, -0.415, 0.539, -0.447, 0.487, -0.277, -0.201, -0.040, 0.405, 0.287, 0.101, 0.270, -0.130, -1.366, 0.076, -0.132, 0.213, -0.575, 0.986, -0.280, -0.213, -0.221, 0.340, 0.410, 0.318, 0.283, 0.143, -1.493, 0.043, 0.295, 0.260, -0.574, 0.762, -0.270, -0.127, -0.281, 0.436, 0.238, 0.428, 0.255, 0.163, -1.088, -0.252, -0.165, -0.017, -0.530, 1.125, -0.058, -0.233, -0.272, 0.296, 0.418, 0.223, 0.302, 0.332]
}


[3]
{
  "formula": "C4H10N2O2",
  "method": "wB97M-V/def2-TZVPD",
  "fmax_ha_per_bohr": 0.1623,
  "e_above_lowest_kcal_mol": 193.20,
  "e_lumo_ha": -0.0552,
  "species": ["O", "C", "O", "C", "C", "C", "N", "N", "H", "H", "H", "H", "H", "H", "H", "H", "H", "H"],
  "xyz": [[2.480118, 0.207572, 1.365121], [2.264606, 0.656357, 0.291169], [3.186145, 0.639433, -0.777652], [0.680520, -0.280451, -0.284057], [-0.491279, 0.300820, 0.442811], [-1.850076, -0.443779, 0.098897], [-2.873683, 0.413385, 0.495949], [0.774832, -0.297974, -1.565909], [0.936934, -1.291117, 0.072942], [-0.709400, 1.294144, 0.042994], [-0.264114, 0.328896, 1.508528], [-1.539964, -1.482566, 0.403895], [-1.704550, -0.673844, -0.974111], [-3.771505, 0.026732, 0.796794], [-2.427641, -0.218324, 1.352841], [1.872271, 1.695308, 0.205240], [2.635914, 0.356260, -1.507522], [0.800875, -1.230860, -1.967933]],
  "atomic_forces_ev_per_a": [[0.2, -1.6, 1.1], [3.3, 4.6, -0.8], [0.0, -1.4, 1.2], [-2.7, -5.0, -1.0], [0.0, 1.9, -0.5], [5.8, -3.0, -5.2], [-0.4, -1.6, 5.2], [-1.5, 1.9, -1.3], [-0.1, 0.2, 1.1], [0.3, 0.3, 0.4], [-0.3, 0.1, 0.1], [-1.6, 0.1, 1.1], [-0.7, 0.8, -0.3], [-0.3, -0.4, -1.5], [-2.1, 3.4, 1.0], [-1.4, -0.5, 0.0], [0.0, 0.2, -1.0], [1.4, -0.1, 0.3]],
  "nbo_charge": [-0.477, 0.550, -0.721, 0.043, -0.433, -0.301, -0.783, -0.626, 0.166, 0.231, 0.221, 0.180, 0.181, 0.372, 0.402, 0.150, 0.488, 0.359]
}